Here is C30H43BBrFeN7O2 as an isolated structure in a non-equilibrium geometry from OMol25. Energies are from ωB97M-V/def2-TZVPD.

Output
LUMO (spin up / spin down) = -2.112 / -4.775 eV
Spin multiplicity = 6
<S²> = 8.762
Charge = +1
Kohn-Sham gap (spin up / spin down) = 9.33 / 6.67 eV

Geometry as XYZ:
```
85
Properties=species:S:1:pos:R:3:forces:R:3
Fe 0.188332 0.008751 0.132501 0.241 0.091 0.137
C 1.136063 2.661993 -4.337139 -1.286 -0.263 0.255
C 0.334680 2.319636 -3.125872 0.666 0.225 -0.500
C -0.747366 2.955975 -2.609210 -1.363 1.710 0.311
C -1.211973 2.350149 -1.443910 0.768 -0.033 -1.631
N -0.344955 1.294219 -1.281941 -0.478 0.073 0.070
N 0.576302 1.294555 -2.347989 -0.962 -0.369 2.050
B 1.623819 0.217417 -2.411318 0.049 -1.541 0.564
N 2.613637 0.336877 -1.240411 -1.795 0.765 0.275
N 2.131797 0.610964 0.017791 -0.576 -0.346 0.442
C 3.116520 1.108389 0.780036 1.722 -0.673 -0.689
C 4.290344 1.154122 -0.074477 -2.017 0.249 0.473
C 3.861203 0.737687 -1.325985 1.814 -0.632 0.865
C 4.764227 0.363579 -2.451318 0.472 1.022 -0.060
C 3.041415 1.253355 2.306320 -0.078 -0.300 0.411
C 1.748232 1.915186 2.797594 -1.303 -1.169 0.075
C 3.100552 -0.182995 2.945370 0.083 0.038 -0.567
C 4.262110 2.075108 2.813753 -0.075 -1.414 0.082
N 0.856408 -1.182087 -2.243428 0.052 -1.261 0.151
N 0.262426 -1.579864 -1.050427 -0.248 -0.633 -0.161
C -0.209844 -2.872247 -1.215572 -0.017 0.891 0.443
C 0.102632 -3.272103 -2.506007 0.457 1.499 1.149
C 0.784755 -2.234285 -3.088884 0.578 2.144 0.170
C 1.315061 -2.126372 -4.459828 -2.349 -1.018 -0.800
C -0.989819 -3.700171 -0.163679 -0.723 0.277 -4.057
C -1.469505 -5.010141 -0.936486 -1.768 1.312 1.671
C -2.256916 -2.948380 0.278531 0.585 -0.723 -1.040
C -0.161590 -4.153598 0.942583 1.894 -1.465 0.471
C -2.597657 2.736946 -0.819322 -0.651 -1.116 -0.644
C -3.293317 3.852917 -1.731766 1.583 1.107 1.318
C -2.526396 3.195858 0.626887 0.196 -0.053 1.158
C -3.448855 1.403607 -0.949176 1.111 -1.268 1.151
H 0.504099 3.280058 -4.939537 -0.281 0.580 -0.445
H 1.297947 1.777207 -4.916466 0.577 -0.506 -0.294
H 2.024633 3.212956 -4.124709 0.759 0.114 0.235
H -1.163156 3.836430 -3.029144 -0.261 0.451 -0.335
H 2.285004 0.266626 -3.381460 -0.240 -0.136 -0.524
H 5.308630 1.404714 0.093594 0.371 0.332 0.578
H 4.449465 0.793906 -3.421199 0.132 -0.570 0.423
H 4.828092 -0.730142 -2.440146 0.109 0.249 -0.478
H 5.755437 0.802142 -2.207894 -0.509 -0.483 -0.313
H 0.779975 1.389098 2.568060 1.254 -0.033 -0.056
H 1.575951 2.853605 2.350200 0.200 1.544 -0.292
H 1.705192 1.984875 3.891774 0.394 0.178 -0.232
H 2.139863 -0.691578 2.933322 -0.012 0.258 -0.281
H 3.401347 -0.212055 4.004190 0.194 0.416 -0.436
H 3.771973 -0.783207 2.337982 0.387 -0.212 0.248
H 4.238614 3.101510 2.498165 -0.440 0.691 0.331
H 5.197225 1.718629 2.350088 -0.290 -0.324 0.520
H 4.274435 1.895104 3.919266 0.324 0.724 -0.969
H -0.102084 -4.148865 -3.000956 -0.492 -1.861 -0.687
H 1.024981 -3.086431 -4.917693 0.840 0.283 -0.198
H 2.325117 -1.857675 -4.560675 1.399 -0.034 0.025
H 0.731516 -1.402136 -5.033221 0.018 0.213 0.129
H -2.207778 -4.792178 -1.735569 0.939 -0.049 0.015
H -2.113200 -5.504743 -0.182616 0.479 -0.191 -0.285
H -0.660661 -5.665654 -1.173489 0.412 -0.333 -0.540
H -2.809747 -2.593997 -0.605171 0.224 0.155 0.341
H -1.908901 -2.145049 0.898130 -0.559 0.526 0.571
H -2.891029 -3.691644 0.758499 -0.086 0.394 0.544
H 0.621518 -4.893052 0.613006 -0.687 0.715 0.181
H -0.865470 -4.701673 1.516797 -0.243 -0.621 1.322
H 0.355705 -3.421273 1.537805 -0.079 0.595 0.279
H -2.675535 4.810322 -1.767614 -0.477 -1.206 0.274
H -4.258301 4.210886 -1.343716 0.208 -0.689 0.026
H -3.370272 3.553702 -2.755891 -0.339 -0.471 -0.517
H -1.890186 4.071178 0.765523 -0.288 0.342 -0.307
H -2.047711 2.481323 1.314340 -0.182 -0.320 -0.466
H -3.526818 3.381140 1.076302 0.548 0.052 -0.581
H -3.543949 1.131666 -1.996344 -0.073 -0.035 -0.116
H -4.435638 1.380784 -0.482556 -0.075 0.804 -0.156
H -2.968484 0.487534 -0.411544 -0.229 1.615 -0.960
Br -3.706137 -1.727729 7.080419 -0.041 -0.167 -0.086
C -3.508479 -1.124801 5.303622 0.485 0.578 0.297
C -4.641027 -0.771754 4.568385 0.590 0.838 -0.817
N -4.554879 -0.255793 3.316550 0.583 -0.427 0.029
C -3.333893 -0.084777 2.750646 -0.862 -0.706 4.029
C -2.183386 -0.287535 3.548959 0.823 -1.002 -1.893
C -2.228935 -0.864836 4.801805 -1.727 0.220 -0.207
C -0.841923 -0.401834 2.849750 -1.748 0.564 -0.566
O 0.134623 -0.913801 3.299822 0.524 -0.403 0.493
O -0.919440 0.029162 1.576377 0.274 0.080 -0.103
H -5.631874 -0.818327 5.032488 0.335 -0.185 -0.369
H -3.290329 0.225693 1.757594 0.045 0.525 -1.385
H -1.304472 -1.092731 5.286917 0.212 -0.199 0.459
```
Forces are in eV/Å.

***

Here is a 11-piece molecular cluster, C30H43Cl12F15N2O12 overall in a non-equilibrium geometry from OMol25. Energies are from ωB97M-V/def2-TZVPD.

Output
Energy above the lowest of the compared OMol25 structures with the same formula, charge and spin = 0.00 kcal/mol
LUMO = 0.304 eV
Kohn-Sham gap = 9.62 eV
SMILES = CCOC(=O)C(F)(F)F.CCOC(=O)C(F)(F)F.CCOC(=O)C(F)(F)F.CCOC(=O)C(F)(F)F.CCOC(=O)C(F)(F)F.ClC(Cl)Cl.ClC(Cl)Cl.ClC(Cl)Cl.ClC(Cl)Cl.CN(C)C=O.CN(C)C=O

Geometry as XYZ:
```
114
Properties=species:S:1:pos:R:3:forces:R:3
C 2.478037 0.071752 2.570867 0.091 -0.006 -0.490
C 2.816925 0.108378 1.074639 0.981 -1.111 1.236
O 1.614915 0.192888 0.319296 -0.649 1.277 -0.726
C 0.947851 -0.877418 -0.011865 0.859 -0.228 -0.212
O 1.266394 -1.998378 0.255924 -0.304 -0.729 0.192
C -0.226707 -0.588213 -0.973892 0.016 0.135 0.019
F -0.841236 0.550624 -0.688726 -0.098 -0.003 0.212
F 0.222736 -0.518623 -2.223085 -0.326 0.309 0.067
F -1.098830 -1.592179 -0.947012 -0.277 -0.153 0.266
H 3.295899 -0.340133 3.162649 0.244 0.287 -0.154
H 1.659751 -0.630561 2.727617 -0.181 0.225 -0.057
H 2.221879 1.072040 2.908826 -0.136 -0.116 0.275
H 3.391964 -0.792807 0.843397 -0.463 -0.156 -0.381
H 3.477369 0.920698 0.782916 -0.460 0.360 -0.010
C -5.621770 0.411288 2.650289 0.505 0.211 -0.285
C -6.701311 -0.542920 2.237219 -0.548 0.462 -0.624
O -6.150424 -1.690317 1.552066 0.042 -0.858 0.957
C -5.673776 -1.560985 0.344781 0.115 0.939 -0.393
O -5.727806 -0.575998 -0.343056 0.093 -0.322 -0.028
C -5.001816 -2.864558 -0.155793 0.264 -0.593 0.827
F -5.467682 -3.166556 -1.362119 -0.052 -0.096 -0.072
F -3.661348 -2.784376 -0.232369 -0.296 0.558 -0.355
F -5.237231 -3.871655 0.697774 -0.461 -0.063 -0.541
H -6.064961 1.280445 3.135330 0.059 -0.029 0.073
H -5.085147 0.744520 1.760384 -0.116 0.196 0.011
H -4.863235 -0.041281 3.288358 -0.272 -0.090 0.238
H -7.402820 -0.071819 1.544254 0.126 0.123 -0.004
H -7.301285 -0.893581 3.073796 0.301 -0.472 -0.024
C -3.304739 3.420778 -0.130784 -0.163 1.000 0.097
C -1.949121 3.373284 0.564796 -0.989 -1.264 0.071
O -1.224436 4.530392 0.183880 0.412 1.011 -0.589
C -1.078802 5.527699 1.037436 0.565 -0.993 0.304
O -1.393222 5.526785 2.186662 -0.511 0.337 0.435
C -0.215492 6.670755 0.481440 0.146 -0.556 -0.476
F -0.858204 7.817276 0.599905 -0.099 0.487 0.030
F 0.925525 6.725127 1.172739 0.169 0.228 0.499
F 0.143115 6.489788 -0.787946 -0.260 0.064 -0.384
H -3.945907 2.545575 -0.058522 0.468 -0.316 0.022
H -3.123061 3.657067 -1.178523 -0.157 -0.304 -0.096
H -3.895714 4.252668 0.267699 0.112 0.032 0.079
H -1.380344 2.528263 0.184770 0.142 0.110 0.034
H -2.033692 3.277602 1.648826 0.096 0.262 -0.053
C 2.352858 -5.147968 -0.029688 -0.203 -0.242 0.443
C 3.277061 -4.882063 -1.212422 -0.130 -0.843 1.323
O 2.653918 -3.981685 -2.121090 -0.385 0.095 -1.349
C 3.130008 -2.754802 -2.234880 -0.296 -0.724 1.230
O 3.939877 -2.277514 -1.501020 0.539 0.710 -0.073
C 2.475254 -1.962236 -3.375417 0.617 0.401 0.280
F 2.370329 -0.678205 -3.028377 0.567 -0.059 -0.181
F 3.297683 -2.016215 -4.432958 -0.267 -0.201 -0.297
F 1.272558 -2.408291 -3.690278 -0.116 -0.273 -0.416
H 1.904447 -4.237417 0.368730 0.041 -0.086 -0.260
H 2.887923 -5.629786 0.792268 0.297 0.182 -0.187
H 1.563913 -5.865992 -0.262174 -0.160 0.268 -0.361
H 3.396335 -5.844049 -1.709096 0.210 0.280 -0.475
H 4.239770 -4.513066 -0.867048 -0.064 0.165 -0.135
C -0.135967 2.933297 -2.738038 -0.313 0.435 -0.268
C -0.841192 4.168360 -3.309864 1.257 0.146 1.350
O -1.570506 3.726855 -4.435322 -0.705 -0.635 -0.679
C -2.546437 4.492921 -4.891971 1.351 0.196 0.010
O -2.763456 5.607621 -4.540770 -0.635 0.586 0.237
C -3.305705 3.838625 -6.046577 -0.520 -0.104 0.202
F -2.716392 2.747514 -6.513637 0.182 -0.297 -0.121
F -4.528640 3.502346 -5.610990 -0.149 -0.148 0.044
F -3.459000 4.694416 -7.047522 0.083 0.244 -0.228
H -0.893446 2.227679 -2.405745 0.067 -0.090 0.058
H 0.526067 3.202901 -1.914373 -0.136 0.086 0.083
H 0.479584 2.463977 -3.506562 -0.041 -0.017 -0.049
H -0.104836 4.936454 -3.568804 -0.133 -0.098 -0.458
H -1.474630 4.659695 -2.567860 -0.280 -0.279 -0.152
Cl -2.402472 -0.762166 1.803751 -0.399 -0.081 0.110
C -1.832625 -2.403011 2.075924 0.540 -0.312 -0.052
Cl -3.035007 -3.546695 2.704443 0.292 0.583 0.027
Cl -0.413302 -2.324921 3.125865 -0.010 -0.151 0.378
H -1.451776 -2.782015 1.135783 -0.284 -0.042 -0.099
Cl 3.358131 4.492375 -0.124185 0.304 -0.086 0.793
C 3.071368 4.299296 1.629411 -1.023 -0.089 -0.238
Cl 4.227048 3.309338 2.500823 0.317 0.194 -0.353
Cl 1.454584 3.582702 1.844013 -0.077 -0.168 -0.025
H 2.969989 5.262792 2.111600 0.476 0.156 -0.233
Cl 3.209009 3.417847 6.687438 -0.354 0.257 0.153
C 4.739528 2.684184 6.327587 0.657 0.036 -0.705
Cl 4.543094 1.314835 5.242371 -0.147 -0.634 -0.050
Cl 5.636249 2.243655 7.764671 0.034 -0.055 0.254
H 5.358038 3.350444 5.734210 -0.156 0.351 0.378
Cl 6.992407 -0.765583 -0.793144 0.111 0.066 -0.214
C 6.466104 -1.360721 0.766958 -0.284 -0.105 -0.032
Cl 6.187650 -0.019833 1.877546 -0.058 0.300 0.255
Cl 7.624433 -2.479843 1.456518 0.147 -0.103 0.006
H 5.511457 -1.858011 0.628961 0.128 -0.225 -0.017
C 3.748285 -5.414603 4.655271 -1.417 0.324 0.096
N 3.889860 -4.560023 3.485437 0.669 -0.866 0.110
C 2.762781 -3.766375 3.090358 -0.964 0.915 0.788
C 4.910579 -4.828685 2.642385 -0.030 0.240 -0.359
O 5.019956 -4.410374 1.506863 -0.042 0.255 -0.118
H 2.920907 -6.104752 4.445372 0.434 -0.483 0.030
H 3.358896 -4.882431 5.528692 0.443 0.420 -0.089
H 4.671540 -5.911298 4.926487 0.041 -0.109 -0.172
H 2.687203 -3.524639 2.034182 0.573 -0.018 0.119
H 1.799657 -4.204765 3.373675 0.249 -0.586 -0.106
H 2.763639 -2.851625 3.695900 0.135 0.233 -0.323
H 5.682084 -5.476291 3.077998 -0.004 -0.110 0.171
C -4.158720 -1.571666 -4.425142 -0.414 -0.393 0.818
N -3.320756 -0.521880 -3.886752 -0.462 -0.284 -0.480
C -2.146677 -0.205185 -4.657202 0.525 0.755 -0.107
C -3.720363 0.203568 -2.813596 0.381 -0.229 -0.463
O -3.077891 1.115899 -2.333022 -0.084 0.243 0.214
H -5.022506 -1.721634 -3.771515 0.174 0.002 0.162
H -3.581287 -2.498220 -4.410226 -0.161 -0.096 -0.356
H -4.608969 -1.384854 -5.402380 0.537 0.239 -0.208
H -2.422887 0.152979 -5.652049 -0.084 -0.012 -0.009
H -1.599197 0.596542 -4.162192 -0.100 -0.009 0.022
H -1.448028 -1.033215 -4.795956 -0.273 -0.279 0.244
H -4.681632 -0.147853 -2.416489 -0.004 0.109 0.116
```
Forces are in eV/Å.